(1)
The following is a DFT calculation (the ωB97M-V functional and the def2-TZVPD basis) of C4H6CuO2 as an isolated structure.

The total charge is 0. As for the spin multiplicity: 2. Its total energy is -52973.808 eV. As for the relative energy (zero: lowest compared OMol25 entry of this formula, charge and spin): 1.858 eV.

CARTESIAN COORDINATES (ANGSTROEM)
Cu  -1.65934  -1.50641  0.15143
O  2.20423  1.95324  1.54628
O  -0.95257  -3.21770  -0.66336
C  1.62567  1.11997  0.56871
C  -0.39448  0.97704  -0.87654
C  -0.89907  0.28630  -1.74502
C  0.30048  1.75421  0.15100
H  2.28230  1.02334  -0.31178
H  1.44400  0.10821  0.97036
H  3.05737  1.59691  1.80721
H  -0.34789  1.86733  1.03290
H  0.48561  2.76504  -0.24349
H  -1.55498  -0.09725  -2.51276

Per-atom Löwdin charges, elementary charge units:
1. Cu 0.45
2. O -0.06
3. O -0.53
4. C -0.28
5. C -0.14
6. C 0.10
7. C -0.19
8. H 0.13
9. H 0.12
10. H 0.09
11. H 0.13
12. H 0.13
13. H 0.05

(2)
The following is a DFT calculation (the ωB97M-V functional and the def2-TZVPD basis) of C22H18BrClFeN4O6Se3Te as an isolated structure.

The total charge is -1. As for the spin multiplicity: 6. Its total energy is -361638.681 eV. As for the relative energy (zero: lowest compared OMol25 entry of this formula, charge and spin): 0.211 eV.

CARTESIAN COORDINATES (ANGSTROEM)
Te  1.25852  -2.20126  -2.27168
Br  -2.09708  -3.86024  5.64889
Se  1.26046  -4.52053  -1.69994
Se  -1.06051  -1.76580  -3.20213
Se  -1.97497  -0.20405  -1.67398
Fe  0.20716  -0.09480  -0.59981
Cl  0.29750  2.93861  3.81795
O  -1.30258  -0.58722  1.61533
O  0.55548  1.46149  0.74707
O  1.08451  -1.54013  1.07591
O  2.48662  0.00573  -0.56944
O  1.89486  0.50025  2.26118
O  0.95406  1.05635  -2.20652
N  2.93729  -3.51064  1.49863
N  2.88131  -4.46201  3.51951
N  2.80754  1.11948  -1.15067
N  2.05404  1.68609  -2.01014
C  6.15527  -5.83828  2.43484
C  4.75827  1.20158  0.25964
C  5.93013  1.82223  0.67156
C  5.59931  3.55682  -0.95460
C  5.10167  -5.63099  3.30151
C  0.17028  -3.64787  3.95858
C  -1.07841  -3.14289  4.21407
C  -1.63583  -2.11797  3.45723
C  1.45930  2.82248  2.45244
C  4.09308  -4.24436  1.59553
C  0.91903  -3.12041  2.89954
C  5.14870  -4.44772  0.71255
C  0.39037  -2.10069  2.12264
C  2.25453  -3.69373  2.66325
C  -0.89064  -1.59881  2.41421
C  6.35560  2.99549  0.06903
C  6.17724  -5.25577  1.15508
C  4.04910  -4.82222  2.87184
C  4.42726  2.95451  -1.37700
C  4.02440  1.77573  -0.76322
C  -2.44588  0.15414  2.00539
C  1.29347  1.47075  1.76499
H  3.82747  3.38339  -2.16548
H  7.26823  3.47578  0.39604
H  5.15597  -4.00436  -0.27327
H  1.22781  3.63558  1.77117
H  5.92171  4.47529  -1.42751
H  -2.62055  -1.74054  3.68526
H  5.07923  -6.08003  4.28562
H  -2.47461  1.02221  1.35263
H  -2.34530  0.48266  3.04276
H  2.45632  2.91886  2.87261
H  4.38908  0.30106  0.72763
H  6.98363  -6.46422  2.74056
H  7.01778  -5.44723  0.50118
H  6.50581  1.38197  1.47485
H  0.59809  -4.43856  4.55603
H  -3.35566  -0.43706  1.87531
H  2.57837  -3.01355  0.69689
H  1.58325  -0.72724  1.48120

Per-atom Löwdin charges, elementary charge units:
1. Te 0.47
2. Br 0.71
3. Se -0.15
4. Se -0.13
5. Se 0.06
6. Fe 0.37
7. Cl 0.55
8. O -0.15
9. O -0.08
10. O -0.11
11. O -0.25
12. O 0.02
13. O -0.28
14. N 0.18
15. N 0.17
16. N -0.23
17. N 0.01
18. C -0.11
19. C -0.01
20. C -0.08
21. C -0.09
22. C -0.03
23. C -0.08
24. C -0.67
25. C -0.05
26. C -0.47
27. C -0.19
28. C -0.05
29. C -0.02
30. C -0.16
31. C -0.25
32. C -0.19
33. C -0.10
34. C -0.11
35. C -0.23
36. C -0.02
37. C -0.16
38. C -0.07
39. C -0.69
40. H 0.11
41. H 0.10
42. H 0.11
43. H 0.07
44. H 0.10
45. H 0.10
46. H 0.10
47. H 0.09
48. H 0.10
49. H 0.07
50. H 0.11
51. H 0.09
52. H 0.09
53. H 0.10
54. H 0.10
55. H 0.10
56. H 0.10
57. H 0.06